1.
Density functional theory data (the ωB97M-V functional and the def2-TZVPD basis) for a 8-piece molecular cluster, C58H130F6N7P overall at a distorted geometry.

Cartesian coordinates (Å):
P -0.347 -0.756 -0.426
F -0.202 0.850 -0.312
F -0.286 -0.833 1.135
F -1.982 -0.748 -0.212
F -0.392 -2.343 -0.572
F -0.460 -0.598 -2.042
F 1.229 -0.876 -0.448
N 3.380 -3.515 2.401
N -3.622 -2.124 -5.763
N -1.234 1.302 4.075
N 5.357 3.627 3.313
N -3.986 3.783 -1.359
N 2.942 3.160 -3.172
N -3.158 -5.734 -0.655
C -2.278 4.013 -3.100
C -1.952 -6.699 -0.643
C -4.489 -2.000 -4.468
C 3.518 0.689 -2.872
C 4.054 -5.099 4.224
C -3.832 -1.383 -3.261
C -3.671 4.444 -2.696
C -1.714 2.175 5.251
C -3.637 0.751 3.135
C -2.366 -2.992 -5.670
C 2.934 0.391 -4.274
C 6.762 3.448 2.789
C 3.624 4.571 -2.906
C 3.495 -3.593 -0.121
C 3.856 2.466 1.587
C 7.792 3.993 3.831
C -0.994 1.978 6.589
C -1.192 -0.218 4.434
C -0.955 3.218 7.411
C 0.154 1.819 3.701
C -4.631 -4.707 1.071
C 4.253 2.481 3.065
C 4.542 -4.280 -0.969
C -4.497 -2.652 -6.874
C 2.480 2.949 -4.628
C 2.845 5.721 -3.536
C -5.488 3.434 -1.057
C -2.498 -0.884 4.698
C -3.417 -0.778 3.441
C -5.473 -5.558 0.145
C -1.220 -2.133 -5.251
C 1.762 3.199 -2.214
C 1.965 1.484 -4.811
C 0.512 -7.124 -0.863
C -3.149 -4.881 0.643
C -2.990 -0.774 -6.177
C -3.108 -4.926 -1.955
C -5.580 2.500 0.176
C -7.085 2.427 0.705
C 3.514 -5.008 2.689
C -4.491 -6.450 -0.542
C -3.319 4.564 -0.167
C 7.048 4.403 5.070
C 4.068 -2.966 1.135
C 3.870 -3.728 4.810
C -4.777 -1.240 -2.023
C 4.058 2.153 -2.770
C 5.656 3.791 4.854
C -2.269 1.561 2.893
C -3.156 2.449 -1.536
C -1.962 2.720 -2.310
C 3.442 7.120 -3.231
C 4.116 -2.850 3.603
C -1.497 -0.756 -5.773
C -0.554 -6.081 -0.561
C 3.190 1.121 1.222
C 4.956 5.010 2.724
C 1.886 -3.051 2.494
H 4.684 1.580 3.501
H -2.208 3.764 -4.159
H 5.094 -5.423 4.182
H 3.509 7.032 -2.147
H 2.607 1.157 0.301
H 3.751 0.354 -4.994
H -4.264 -1.089 -1.073
H 3.988 -1.881 1.198
H -5.364 -1.427 -4.775
H 1.502 -3.163 3.508
H -4.446 3.983 -3.309
H -6.056 -4.957 -0.553
H -4.800 -3.007 -4.187
H 3.555 -5.798 4.896
H -0.953 -2.139 -4.195
H -3.457 -0.384 -3.483
H 5.172 -3.006 3.383
H -1.243 0.002 -5.032
H 2.758 7.860 -3.646
H -2.972 -5.524 -2.856
H 0.321 -7.965 -0.197
H 3.873 0.272 1.190
H 1.695 3.669 -4.858
H -7.172 1.598 1.407
H -3.885 5.511 -2.640
H -4.691 -5.057 2.102
H -7.836 2.251 -0.066
H -2.594 -3.865 -5.059
H -2.939 -0.698 -7.263
H -4.322 -7.373 0.013
H -0.009 1.556 6.394
H -1.662 1.886 -2.944
H 3.366 2.824 3.600
H -2.882 -0.509 5.646
H -1.778 1.131 2.021
H -2.406 -1.902 5.076
H -2.054 -7.344 -1.515
H -5.603 -0.548 -2.192
H -5.197 1.529 -0.136
H -2.697 -5.602 1.324
H -2.388 5.020 -0.503
H 4.291 0.065 -2.423
H -7.331 3.240 1.389
H 4.377 2.227 -1.731
H 5.724 5.781 2.779
H 0.434 1.407 2.731
H -1.575 4.846 -3.084
H 4.071 5.305 3.288
H 2.632 0.665 2.041
H 2.852 -3.675 5.194
H -5.021 -3.581 -6.652
H -1.536 1.155 7.056
H 5.451 -4.597 -0.458
H 2.810 -4.394 0.159
H 4.925 2.367 -3.396
H -2.054 -7.458 0.133
H -5.207 -2.206 -1.758
H 6.854 2.362 2.758
H 1.254 -3.458 1.705
H 6.873 3.757 1.750
H 2.961 -2.817 -0.670
H 6.908 5.480 5.160
H -5.889 2.920 -1.931
H -6.254 -6.036 0.736
H -5.239 -1.903 -7.152
H -2.492 -4.019 0.530
H 2.493 -5.357 2.533
H -4.045 5.341 0.072
H 2.445 -0.582 -4.318
H 0.856 1.686 4.524
H -1.652 3.232 4.995
H -3.248 3.997 0.761
H 1.067 1.324 -4.214
H -1.095 2.923 -1.682
H 1.250 2.241 -2.310
H 4.625 4.484 -3.330
H -0.629 -0.308 5.363
H 3.759 4.811 -1.852
H -1.975 3.599 7.460
H -4.772 -6.768 -1.546
H 0.106 2.906 3.641
H -2.889 -1.885 -3.047
H -0.350 -2.607 -5.705
H -4.991 2.806 1.041
H 4.740 2.563 0.956
H 5.584 2.772 5.233
H 1.635 1.297 -5.833
H 3.268 3.253 -5.317
H 5.127 -3.169 1.291
H -3.672 0.042 -5.939
H -2.344 -4.159 -1.826
H 4.585 4.810 1.719
H -3.018 -1.324 2.587
H 3.185 3.286 1.335
H -0.833 -0.467 -6.587
H 2.169 3.321 -1.210
H -2.795 2.088 5.362
H -4.282 0.869 2.264
H 1.088 4.009 -2.493
H 4.048 -5.154 -1.396
H 4.586 -3.601 5.622
H -5.044 -3.700 1.127
H -3.786 1.754 -2.090
H 4.934 4.474 5.301
H -0.436 -5.366 -1.375
H -5.967 4.397 -0.883
H -3.896 -2.731 -7.780
H -4.309 -1.367 3.657
H -0.334 -5.595 0.390
H -0.760 -0.728 3.573
H 0.544 -7.454 -1.901
H 4.451 7.334 -3.586
H 4.252 -5.401 1.990
H -2.837 2.161 -0.534
H 1.515 -6.762 -0.635
H 7.399 4.013 6.026
H -4.087 -4.446 -1.950
H -0.269 3.954 6.991
H 1.822 5.803 -3.168
H 1.854 -1.963 2.443
H -2.431 2.639 2.899
H 8.585 3.261 3.982
H 2.639 0.559 -2.241
H 5.034 -3.605 -1.669
H -2.200 -3.510 -6.615
H 2.764 5.610 -4.617
H -4.230 1.254 3.899
H 8.383 4.825 3.448
H 3.905 -1.783 3.528
H -0.691 2.911 8.423

Results
HOMO-LUMO gap (alpha / beta) in eV: 2.36 / 11.29
LUMO energy (alpha / beta) in eV: -8.631 / -8.689
Multiplicity: 2
Total charge: +5
E_HOMO (alpha / beta) in eV: -10.987 / -19.982



2.
Density functional theory data (the ωB97M-V functional and the def2-TZVPD basis) for C3H6CuO3 as an isolated structure at a distorted geometry.

Cartesian coordinates (Å):
Cu 2.443 0.808 -0.259
O 1.807 2.575 0.075
O -1.379 -3.158 0.465
O 0.582 0.202 -0.126
C 0.477 2.520 0.059
C -0.241 -1.221 0.095
C -0.184 1.363 -0.146
H -0.619 -1.053 1.114
H -0.912 -1.190 -0.777
H -1.217 -3.662 -0.336
H -1.268 1.269 -0.277
H -0.091 3.456 0.147
H 0.603 -1.911 -0.033

Results
HOMO-LUMO gap (alpha / beta) in eV: 5.57 / 5.12
LUMO energy (alpha / beta) in eV: 3.517 / 1.380
Multiplicity: 3
Total charge: -1
E_HOMO (alpha / beta) in eV: -2.056 / -3.742



3.
Density functional theory data (the ωB97M-V functional and the def2-TZVPD basis) for a 3-piece molecular cluster, C4H13NO2 overall.

Cartesian coordinates (Å):
O -0.566 -2.847 -1.006
O 1.719 -0.685 3.192
N 1.067 0.821 -0.625
C -1.139 0.550 0.239
C -1.245 0.670 -1.313
C 0.233 1.174 0.546
C 0.152 1.118 -1.738
H 0.221 2.196 -1.887
H 1.159 -0.190 -0.555
H 0.453 0.633 -2.668
H -1.107 -0.516 0.486
H 0.634 0.753 1.456
H 1.491 -0.885 4.115
H 0.108 2.258 0.619
H 2.683 -0.663 3.169
H -0.574 -3.170 -0.094
H -1.524 -0.316 -1.693
H -2.036 1.336 -1.664
H 0.264 -3.212 -1.337
H -1.995 0.976 0.759

Results
Energy above the lowest of the compared OMol25 structures with the same formula, charge and spin in kcal per mole: 14.9
SMILES string: C1CCNC1.O.O
HOMO-LUMO gap in eV: 9.35
LUMO energy in eV: 0.575
E_HOMO in eV: -8.771



4.
Density functional theory data (the ωB97M-V functional and the def2-TZVPD basis) for a 7-piece molecular cluster, C19H55O12P2S overall at a distorted geometry.

Cartesian coordinates (Å):
S 0.058 3.395 -4.163
P 3.030 -0.034 -1.789
P -0.239 1.455 -4.109
O 3.051 3.366 -1.739
O -0.701 0.855 -5.603
O 1.425 0.648 -2.060
O 3.339 4.049 2.574
O -3.433 6.311 -4.201
O -1.457 -0.378 2.675
O -3.796 5.990 0.540
O -1.560 1.221 -3.072
O 2.326 -0.340 -5.341
O 2.926 -1.040 -3.242
O 2.393 -4.901 3.967
O -3.397 -2.786 4.432
C 1.822 -0.710 -4.048
C -0.081 -3.282 2.314
C 0.026 -3.545 -0.298
C -0.593 -4.160 -1.588
C -0.742 -0.577 1.442
C 1.138 -2.323 2.072
C 0.821 -1.888 -4.178
C 3.214 2.714 3.056
C -2.668 0.330 2.373
C 2.578 -5.453 5.265
C 1.314 0.661 -3.452
C -0.967 -3.120 -2.685
C 0.028 -1.937 -2.837
C 0.761 -0.855 1.643
C 3.158 3.978 -0.464
C -0.637 -3.998 1.027
C -3.312 5.684 -2.927
C -4.882 6.897 0.392
C -2.881 -2.886 5.752
H -0.816 0.375 0.866
H 3.161 -5.148 3.447
H 1.189 -0.124 2.358
H 0.286 -4.087 2.982
H -3.256 -2.064 6.368
H 3.710 1.059 -2.435
H 3.081 2.052 2.203
H -2.440 6.080 -2.401
H -0.914 -2.810 2.867
H -1.731 -3.799 0.982
H 2.210 3.888 0.073
H 3.936 3.469 0.099
H -2.334 1.223 -3.645
H 2.092 1.371 -3.824
H -2.633 6.109 -4.692
H 0.011 -2.442 -0.322
H -1.544 -4.660 -1.285
H -3.211 4.604 -3.053
H 0.178 -1.835 -5.080
H 3.485 -5.048 5.723
H -4.207 5.896 -2.346
H -0.542 -5.101 1.128
H -1.968 -2.711 -2.437
H 2.543 -1.147 -1.001
H 4.118 2.422 3.599
H 1.896 -2.726 1.376
H 3.424 5.036 -0.571
H 4.384 -0.499 -1.468
H 1.256 -0.662 0.666
H 0.028 -4.984 -1.997
H -3.359 6.206 1.366
H 1.099 -3.831 -0.290
H -1.075 -0.017 -5.418
H 2.653 -6.543 5.205
H 0.771 -1.832 -2.030
H 1.903 -0.898 -5.989
H -1.788 -2.862 5.731
H -0.579 -1.005 -2.816
H -2.592 1.363 2.758
H -4.505 7.924 0.363
H -1.114 -3.681 -3.635
H 2.345 2.630 3.715
H 1.719 -5.188 5.877
H -5.396 6.677 -0.541
H 3.456 4.621 3.334
H 1.442 -2.803 -4.289
H -3.210 -3.832 6.180
H -2.895 0.338 1.291
H -5.579 6.780 1.226
H 2.357 3.821 -2.225
H 1.667 -2.240 3.046
H -1.285 -1.338 0.848
H 3.146 0.727 -0.544
H -3.094 -1.948 4.069
H -3.544 -0.148 2.863

Results
HOMO-LUMO gap in eV: 6.59
LUMO energy in eV: 2.258
Total charge: -1
E_HOMO in eV: -4.336



5.
Density functional theory data (the ωB97M-V functional and the def2-TZVPD basis) for C45H73BClN8O2P2Pt as an isolated structure at a distorted geometry.

Cartesian coordinates (Å):
Pt 0.169 -0.468 0.290
Cl -1.716 7.736 4.500
P 2.750 -0.177 -0.558
P -2.718 0.284 -0.368
O 2.293 -3.032 0.748
O -0.402 2.160 6.320
N -0.850 2.076 -1.277
N 1.055 0.908 4.274
N 1.099 -4.894 1.189
N -2.180 -2.556 1.510
N 0.042 -2.767 0.994
N 0.072 0.053 4.624
N 1.392 2.129 -0.869
N 0.222 -0.125 2.478
C -1.523 0.812 8.043
C -1.901 6.013 4.438
C -0.330 -0.139 6.006
C -1.202 1.007 6.509
C -3.667 1.214 0.967
C -1.196 -4.727 1.672
C -2.481 1.053 5.651
C 5.477 0.623 -0.139
C 2.319 -5.690 1.056
C 2.756 -0.686 -2.369
C 2.572 -2.209 -2.432
C -2.204 1.651 -1.511
C 1.868 4.220 -2.207
C -0.308 3.183 -1.932
C -3.848 -0.667 -1.539
C -4.977 1.870 0.530
C -2.225 2.064 8.589
C 1.261 5.178 -3.015
C 2.736 1.680 -0.613
C 1.556 -0.055 -3.092
C -3.012 5.423 5.018
C -2.434 -0.397 8.288
C -4.629 -1.747 -0.787
C -0.103 5.137 -3.276
C -0.227 0.632 8.849
C 4.207 -0.404 1.740
C -0.395 -0.578 3.551
C -3.943 0.251 2.127
C 1.113 0.778 2.975
C 5.054 -1.829 -0.110
C -2.701 2.289 1.496
C -2.193 3.245 4.344
C -0.907 4.136 -2.737
C -0.072 -5.461 1.539
C 1.200 -3.511 0.964
C -3.151 4.043 4.964
C -4.849 0.174 -2.341
C -1.089 3.865 3.770
C -0.936 5.243 3.810
C -1.093 -3.338 1.375
C -2.880 -1.362 -2.516
C -2.355 1.744 4.284
C 1.073 3.221 -1.672
C 4.017 -0.271 -3.131
C 4.451 -0.459 0.226
B 0.205 1.364 -0.615
H 1.620 -2.498 -1.979
H -1.530 1.326 3.694
H 3.417 2.055 -1.379
H -4.402 1.057 -2.796
H -2.500 -0.676 -3.274
H -1.981 -1.335 7.960
H -3.274 1.552 6.206
H 5.191 1.610 0.225
H 0.177 -0.378 8.764
H 2.179 -6.637 1.571
H 3.861 0.582 2.059
H -2.131 -5.175 1.969
H 1.650 1.026 -3.200
H 0.573 -0.243 6.598
H 2.930 4.265 -2.003
H -1.968 4.106 -2.950
H -2.374 1.944 9.663
H -2.535 3.093 0.780
H -0.947 2.949 6.416
H -2.897 2.488 -1.383
H -1.725 1.863 1.753
H -5.271 -1.331 -0.010
H 1.862 5.968 -3.444
H -3.963 -2.487 -0.345
H -3.011 -0.158 2.530
H 0.536 1.345 8.533
H -3.127 2.736 2.401
H 4.366 -2.641 0.100
H -1.621 2.963 8.453
H -2.023 -1.803 -1.999
H -4.872 2.463 -0.380
H -3.077 -2.996 1.626
H -0.889 -1.072 6.043
H 1.504 -0.487 -4.096
H 3.363 -2.755 -1.924
H -3.409 -2.164 -3.037
H -3.760 6.038 5.497
H -0.428 0.800 9.907
H 5.659 0.689 -1.208
H -4.440 0.792 2.937
H 3.148 -5.147 1.500
H -1.175 -1.322 3.576
H -2.162 -1.648 1.047
H 5.942 -1.966 0.513
H -4.594 -0.576 1.840
H -4.032 3.591 5.406
H 2.542 -5.871 0.006
H -0.053 -6.529 1.712
H -0.073 5.719 3.364
H 3.892 -0.541 -4.183
H -3.272 1.518 3.728
H -5.691 0.495 -1.732
H -2.836 0.030 5.499
H 4.181 0.807 -3.093
H 0.612 -0.273 -2.587
H 3.480 -1.155 2.051
H -5.320 2.543 1.320
H -5.275 -2.274 -1.494
H -5.249 -0.440 -3.153
H 5.149 -0.593 2.262
H -0.322 3.260 3.299
H 2.560 -2.518 -3.480
H -3.207 2.234 8.150
H -2.620 -0.494 9.359
H 4.913 -0.772 -2.771
H -5.762 1.130 0.367
H 1.774 1.353 2.350
H 6.426 0.368 0.339
H -2.320 1.308 -2.542
H 5.380 -1.895 -1.147
H -0.549 5.894 -3.908
H 3.110 2.047 0.349
H -3.404 -0.290 7.800

Results
Energy above the lowest of the compared OMol25 structures with the same formula, charge and spin in kcal per mole: 10.0
HOMO-LUMO gap (alpha / beta) in eV: 6.21 / 6.51
LUMO energy (alpha / beta) in eV: -2.017 / -3.201
Multiplicity: 3
Total charge: +1
E_HOMO (alpha / beta) in eV: -8.231 / -9.710



6.
Density functional theory data (the ωB97M-V functional and the def2-TZVPD basis) for C8H24FK2O4 as an isolated structure at a distorted geometry.

Cartesian coordinates (Å):
K 0.259 1.251 3.208
K 3.003 2.624 1.396
F 1.224 0.576 0.597
O 3.727 0.411 -0.423
O 0.147 -1.398 2.065
O -1.834 3.179 1.809
O 0.248 -0.113 -1.925
C -0.599 -2.541 1.545
C 4.105 -0.973 -0.522
C 4.133 -1.633 0.829
C -1.838 -2.117 0.792
C -1.515 0.352 -3.494
C -1.989 2.466 0.543
C -3.287 1.693 0.588
C -0.952 0.657 -2.132
H 3.432 -1.489 -1.205
H -4.144 2.358 0.533
H -2.482 -2.969 0.550
H -1.591 -0.719 -3.700
H -0.831 -3.121 2.431
H 4.354 -2.696 0.732
H 5.114 -0.967 -0.935
H -3.357 1.080 1.490
H -1.131 1.812 0.348
H 2.756 0.390 -0.269
H 0.062 -3.088 0.871
H -3.339 1.001 -0.256
H 0.491 -0.824 1.345
H -1.702 0.405 -1.366
H -0.726 1.732 -2.073
H -2.443 -1.436 1.395
H -0.923 0.790 -4.297
H -2.057 3.193 -0.276
H -2.544 0.722 -3.569
H -0.962 3.586 1.818
H 4.918 -1.195 1.451
H 3.175 -1.494 1.339
H -1.561 -1.641 -0.149
H 0.658 0.137 -1.085

Results
Energy above the lowest of the compared OMol25 structures with the same formula, charge and spin in kcal per mole: 0.0
HOMO-LUMO gap in eV: 7.46
LUMO energy in eV: -4.599
Total charge: +1
E_HOMO in eV: -12.061



| no. | E (Ha) |
| --- | --- |
| 1 | -3610.025910 |
| 2 | -1983.930435 |
| 3 | -365.418763 |
| 4 | -2740.583590 |
| 5 | -3634.042692 |
| 6 | -1919.738887 |